No. 1
A structure of composition C38H36BrN5O5RuSbSe4 in a non-equilibrium geometry, computed with wB97M-V/def2-TZVPD.

Computed properties:
charge = -2
relative energy (zero: lowest compared OMol25 entry of this formula, charge and spin) = 25.7 kcal per mole
HOMO level (spin up / spin down) = -1.83 / -2.78 eV
multiplicity = 6
LUMO energy (spin up / spin down) = 3.521 / 2.810 eV
HOMO-LUMO gap (spin up / spin down) = 5.35 / 5.59 eV

CARTESIAN COORDINATES (ANGSTROEM)
Ru 1.753 -0.878 -1.028
O -0.065 -1.750 2.781
C 0.666 -1.209 3.772
C 0.103 -1.152 5.048
C 0.807 -0.610 6.110
C 2.091 -0.113 5.916
C 2.642 -0.169 4.643
C 1.962 -0.702 3.555
C 2.626 -0.773 2.186
O 1.703 -1.016 1.210
N 3.412 0.554 1.987
N 3.691 0.799 0.659
C 2.637 1.217 0.007
C 2.500 1.087 -1.415
Br 1.105 -0.906 -3.534
C 2.594 1.893 -2.458
C 3.080 3.291 -2.432
C 2.720 4.159 -3.462
C 3.122 5.488 -3.466
C 3.909 5.976 -2.431
C 4.290 5.117 -1.405
C 3.886 3.790 -1.406
H 0.520 -1.632 1.961
H -0.898 -1.546 5.175
H 0.352 -0.577 7.094
H 2.653 0.311 6.738
H 3.642 0.218 4.484
H 3.418 -1.538 2.215
H 4.329 0.347 2.388
H 1.784 1.605 0.551
H 2.268 1.510 -3.422
H 2.105 3.773 -4.269
H 2.821 6.142 -4.276
H 4.228 7.011 -2.425
H 4.916 5.479 -0.599
H 4.208 3.123 -0.615
C -5.901 1.125 2.001
O -4.811 0.464 1.399
C -4.999 -0.072 0.153
C -6.207 -0.101 -0.517
C -6.279 -0.656 -1.798
C -5.133 -1.149 -2.387
C -3.912 -1.111 -1.716
C -3.829 -0.595 -0.433
N -2.666 -0.532 0.324
C -1.399 -0.912 -0.168
N -1.373 -2.232 -0.458
C -0.373 -3.129 -0.924
C 0.948 -2.815 -1.241
C 1.705 -3.881 -1.755
C 1.222 -5.170 -1.897
C -0.093 -5.458 -1.547
C -0.877 -4.429 -1.080
O -2.213 -4.673 -0.760
C -3.065 -4.675 -1.900
N -0.418 -0.087 -0.267
C -0.721 1.231 0.212
C -0.325 1.551 1.509
C -0.618 2.778 2.088
C -1.337 3.718 1.366
C -1.748 3.415 0.075
C -1.455 2.186 -0.506
O -1.982 1.936 -1.744
C -0.988 1.721 -2.757
H -5.535 1.521 2.945
H -6.726 0.433 2.192
H -6.257 1.947 1.374
H -7.095 0.302 -0.053
H -7.226 -0.681 -2.320
H -5.167 -1.560 -3.388
H -3.010 -1.469 -2.196
H -2.640 0.201 1.017
H -2.210 -2.715 -0.166
H 2.722 -3.686 -2.075
H 1.869 -5.951 -2.278
H -0.515 -6.452 -1.630
H -3.088 -5.669 -2.357
H -2.716 -3.952 -2.640
H -4.065 -4.400 -1.566
H 0.227 0.796 2.050
H -0.280 2.982 3.095
H -1.575 4.683 1.796
H -2.316 4.119 -0.520
H -1.526 1.411 -3.650
H -0.279 0.948 -2.474
H -0.453 2.657 -2.943
Se 6.421 -4.970 0.690
Sb 6.520 -2.588 0.461
Se 3.992 -1.813 -0.630
Se 5.498 -1.570 -2.349
Se 6.697 -1.288 2.500

=====

No. 2
A structure of composition C38H36Cl2N3O7TeTi, computed with wB97M-V/def2-TZVPD.

Computed properties:
charge = 0
relative energy (zero: lowest compared OMol25 entry of this formula, charge and spin) = 33.9 kcal per mole
HOMO level (spin up / spin down) = -7.90 / -7.90 eV
multiplicity = 2
LUMO energy (spin up / spin down) = -0.190 / -2.166 eV
HOMO-LUMO gap (spin up / spin down) = 7.71 / 5.74 eV

CARTESIAN COORDINATES (ANGSTROEM)
Ti 0.282 0.004 0.333
O -2.472 -1.095 0.084
C -2.684 -2.137 1.025
C -1.618 -3.211 0.978
N -0.273 -2.703 1.170
C 0.691 -3.288 0.255
C 0.744 -2.506 -1.062
O 1.378 -2.917 -2.004
O 0.063 -1.382 -1.048
C 0.181 -2.547 2.533
C 1.173 -1.385 2.643
O 1.543 -0.978 3.716
O 1.556 -0.890 1.480
H -1.995 -1.432 -0.688
H -2.718 -1.665 2.007
H -3.654 -2.619 0.861
H -1.875 -4.000 1.699
H -1.659 -3.676 -0.011
H 1.691 -3.252 0.683
H 0.482 -4.337 0.026
H -0.662 -2.303 3.182
H 0.655 -3.445 2.951
Cl -2.281 2.728 -2.940
C -0.600 2.326 -3.034
C 0.150 2.728 -4.155
C 1.474 2.419 -4.257
Cl 2.371 2.928 -5.654
C 2.128 1.687 -3.235
C 3.489 1.311 -3.225
C 3.990 0.611 -2.163
C 3.142 0.269 -1.095
N 1.876 0.602 -1.089
C 1.355 1.298 -2.131
C -0.034 1.604 -2.007
O -0.659 1.199 -0.930
H -0.341 3.285 -4.941
H 4.120 1.585 -4.059
H 5.027 0.309 -2.129
H 3.502 -0.284 -0.236
C -8.904 2.736 -1.131
C -7.511 2.513 -0.610
C -7.171 1.338 0.050
C -5.894 1.122 0.554
C -5.577 -0.208 1.177
C -4.930 2.129 0.406
Te -2.951 1.984 1.216
N -0.846 0.665 1.775
C 0.003 1.654 2.025
O 1.006 1.779 1.250
C -0.222 2.644 3.116
C -0.169 4.005 2.831
C -0.475 4.927 3.822
C -0.795 4.489 5.100
C -0.800 3.132 5.396
C -0.521 2.208 4.402
C -3.578 1.716 3.218
C -3.205 0.566 3.905
C -3.612 0.371 5.213
C -4.385 1.338 5.839
C -4.736 2.491 5.159
C -4.346 2.706 3.837
C -4.750 3.980 3.147
C -5.238 3.310 -0.287
C -4.264 4.446 -0.489
C -6.529 3.479 -0.776
H -9.462 1.802 -1.182
H -8.885 3.181 -2.126
H -9.453 3.418 -0.477
H -7.916 0.559 0.163
H -6.475 -0.820 1.257
H -5.153 -0.103 2.176
H -4.849 -0.734 0.560
H 0.096 4.325 1.831
H -0.455 5.987 3.601
H -1.024 5.210 5.876
H -1.023 2.795 6.400
H -0.502 1.147 4.614
H -2.550 -0.143 3.418
H -3.312 -0.524 5.744
H -4.705 1.200 6.865
H -5.322 3.253 5.660
H -4.975 4.754 3.881
H -5.634 3.832 2.523
H -3.950 4.358 2.507
H -3.231 4.121 -0.589
H -4.315 5.152 0.344
H -4.517 4.993 -1.397
H -6.769 4.395 -1.307

=====

Number 2 is which compound?
C38H36Cl2N3O7TeTi